{"formula": "C63H94As3CsGeN3O6SSbSi", "method": "wB97M-V/def2-TZVPD", "e_lumo_ev": [1.8, 1.8], "e_homo_ha": [-0.177, -0.177], "multiplicity": 2, "total_charge": -1, "species": ["Cs", "C", "C", "C", "C", "O", "Ge", "O", "C", "C", "C", "C", "O", "C", "C", "C", "C", "H", "H", "H", "H", "H", "H", "H", "H", "H", "H", "H", "H", "H", "H", "H", "H", "H", "H", "H", "H", "H", "H", "H", "H", "H", "H", "H", "C", "Si", "C", "N", "C", "C", "C", "C", "C", "C", "C", "C", "C", "C", "C", "C", "C", "C", "C", "C", "C", "H", "H", "H", "H", "H", "H", "H", "H", "H", "H", "H", "H", "H", "H", "H", "H", "H", "H", "H", "H", "H", "H", "H", "H", "C", "As", "C", "C", "C", "C", "C", "C", "C", "As", "C", "C", "H", "H", "H", "H", "H", "H", "H", "H", "H", "H", "H", "H", "H", "H", "H", "H", "N", "N", "C", "O", "O", "H", "H", "H", "C", "As", "C", "C", "O", "H", "H", "H", "H", "H", "H", "H", "H", "H", "S", "Sb", "C", "C", "C", "C", "C", "C", "C", "C", "C", "C", "C", "C", "C", "C", "C", "C", "C", "C", "H", "H", "H", "H", "H", "H", "H", "H", "H", "H", "H", "H", "H", "H", "H"], "coordinates": [[-1.1334, -0.3984, -0.8736], [-1.9825, -1.3094, -5.8674], [-1.3667, -1.6135, -4.4906], [-1.8000, -3.0228, -4.0644], [0.1591, -1.5938, -4.6225], [-1.7430, -0.6528, -3.5423], [-3.5886, -0.3744, -3.0358], [-3.0698, 1.2581, -2.1698], [-3.4873, 2.5199, -2.6145], [-3.0980, 3.5416, -1.5400], [-2.7896, 2.9073, -3.9306], [-5.0053, 2.5871, -2.8453], [-3.4049, -1.3591, -1.3929], [-4.2071, -2.3793, -0.8698], [-4.8142, -1.9077, 0.4602], [-3.3336, -3.6117, -0.5822], [-5.3512, -2.7855, -1.8119], [-1.6534, -2.0383, -6.6118], [-3.0715, -1.3409, -5.7972], [-1.6888, -0.3094, -6.1936], [-1.4638, -3.7689, -4.7874], [-1.3764, -3.2465, -3.0841], [-2.8894, -3.0637, -3.9911], [0.5040, -2.4063, -5.2657], [0.4909, -0.6478, -5.0541], [0.6076, -1.7105, -3.6342], [-2.0403, 3.4082, -1.3087], [-3.2744, 4.5641, -1.8825], [-3.6665, 3.3666, -0.6257], [-1.7259, 3.0639, -3.7530], [-2.9058, 2.0957, -4.6522], [-3.2118, 3.8259, -4.3442], [-5.5240, 2.2258, -1.9580], [-5.3186, 3.6121, -3.0544], [-5.2864, 1.9505, -3.6865], [-4.0117, -1.5602, 1.1152], [-5.5011, -1.0769, 0.2810], [-5.3613, -2.7182, 0.9472], [-2.5421, -3.3361, 0.1207], [-3.9301, -4.4203, -0.1538], [-2.8676, -3.9667, -1.5025], [-5.9919, -1.9225, -2.0029], [-4.9423, -3.1259, -2.7654], [-5.9472, -3.5857, -1.3692], [-2.9294, 0.1174, 3.1629], [-3.1122, 1.8560, 3.6851], [-1.4395, 2.7610, 3.8709], [-0.6691, 2.7322, 2.6434], [0.7678, 2.6257, 2.7560], [1.4234, 3.9512, 3.2062], [0.5842, 5.1410, 2.7115], [-0.0709, 4.7924, 1.3757], [-1.0625, 3.6249, 1.5645], [-4.3201, 2.7912, 2.5570], [-5.0532, 2.0833, 1.6037], [-6.0454, 2.7030, 0.8570], [-6.2907, 4.0585, 1.0156], [-5.5493, 4.7842, 1.9388], [-4.5915, 4.1506, 2.7157], [-3.9757, 1.9442, 5.3842], [-5.3543, 2.1385, 5.4902], [-5.9873, 2.1572, 6.7248], [-5.2514, 1.9781, 7.8872], [-3.8846, 1.7556, 7.8025], [-3.2594, 1.7350, 6.5648], [-3.6334, -0.6298, 3.5122], [-2.0149, -0.2566, 2.7088], [-0.8671, 2.2097, 4.6232], [-1.5919, 3.7807, 4.2725], [1.1461, 2.3535, 1.7653], [1.0086, 1.8140, 3.4460], [2.4365, 4.0053, 2.7955], [1.5104, 3.9896, 4.2957], [1.2076, 6.0334, 2.6141], [-0.1972, 5.3772, 3.4402], [0.7117, 4.4925, 0.6732], [-0.5947, 5.6594, 0.9650], [-1.1028, 3.0435, 0.6413], [-2.0614, 4.0042, 1.7740], [-4.8353, 1.0331, 1.4415], [-6.6287, 2.1255, 0.1510], [-7.0507, 4.5465, 0.4182], [-5.7258, 5.8459, 2.0650], [-4.0431, 4.7229, 3.4581], [-5.9385, 2.2801, 4.5879], [-7.0585, 2.3090, 6.7827], [-5.7383, 2.0120, 8.8540], [-3.3055, 1.5926, 8.7036], [-2.1920, 1.5490, 6.5084], [0.5286, -3.6702, 3.6237], [-0.7661, -3.2969, 2.1882], [-2.3476, -3.5562, 3.3425], [-0.6930, -5.1200, 1.4204], [-1.0548, -6.2651, 2.1201], [-0.9964, -7.5202, 1.5316], [-0.5853, -7.6333, 0.2126], [-0.2034, -6.4995, -0.4916], [-0.2303, -5.2402, 0.1002], [0.4035, -3.5955, -0.7958], [1.3222, -4.4686, -2.3197], [2.0555, -3.4507, 0.2336], [0.3149, -4.6321, 4.0922], [0.4584, -2.8728, 4.3622], [1.5408, -3.6825, 3.2204], [-2.1747, -4.3255, 4.0958], [-3.2188, -3.8252, 2.7445], [-2.5515, -2.6170, 3.8553], [-1.3884, -6.1832, 3.1494], [-1.2746, -8.4024, 2.0962], [-0.5503, -8.6045, -0.2669], [0.1330, -6.6134, -1.5154], [2.0058, -5.2406, -1.9612], [1.9007, -3.7053, -2.8417], [0.6053, -4.9010, -3.0187], [2.4117, -4.4310, 0.5571], [1.9409, -2.7956, 1.0916], [2.8020, -3.0082, -0.4223], [3.0770, 0.0637, 1.2098], [2.2841, -0.6664, 2.1463], [0.8899, -0.6018, 1.8711], [0.1250, -0.7176, 2.8490], [0.6210, -0.4779, 0.6535], [3.1788, 1.0270, 1.5352], [2.4042, 0.1649, 0.4323], [2.5218, -0.5148, 3.1142], [0.8342, 4.5985, -2.2380], [1.6548, 2.8331, -2.1068], [3.2673, 3.0923, -3.1847], [0.5705, 1.6716, -3.1797], [1.9921, 2.4588, -0.5560], [0.7703, 4.8951, -3.2852], [1.4390, 5.3166, -1.6861], [-0.1655, 4.5720, -1.8064], [2.9821, 3.3653, -4.2012], [3.8288, 2.1576, -3.2146], [3.8933, 3.8804, -2.7663], [0.3708, 2.1712, -4.1275], [-0.3644, 1.4116, -2.6875], [1.1256, 0.7583, -3.3571], [2.8941, -0.7277, -2.3056], [4.8815, -0.4200, -1.2783], [6.1439, -0.0788, -2.9965], [7.3350, 0.6294, -2.8793], [8.0732, 0.9557, -4.0094], [7.6270, 0.5697, -5.2646], [6.4403, -0.1401, -5.3890], [5.6979, -0.4542, -4.2598], [5.7919, 1.0977, -0.0763], [5.4925, 2.4188, -0.3706], [5.9342, 3.4320, 0.4702], [6.6775, 3.1179, 1.5974], [6.9940, 1.7938, 1.8770], [6.5515, 0.7806, 1.0412], [5.5831, -2.3014, -0.5879], [5.9563, -3.2210, -1.5598], [6.2810, -4.5186, -1.1952], [6.2320, -4.8951, 0.1402], [5.8557, -3.9772, 1.1102], [5.5179, -2.6814, 0.7466], [7.6879, 0.9374, -1.9015], [8.9922, 1.5207, -3.9106], [8.1955, 0.8339, -6.1478], [6.0848, -0.4402, -6.3672], [4.7522, -0.9778, -4.3477], [4.8756, 2.6569, -1.2258], [5.6720, 4.4600, 0.2539], [7.0079, 3.9043, 2.2645], [7.5662, 1.5488, 2.7632], [6.7783, -0.2528, 1.2738], [5.9779, -2.9218, -2.6018], [6.5542, -5.2399, -1.9550], [6.4712, -5.9119, 0.4250], [5.8077, -4.2728, 2.1507], [5.1627, -1.9754, 1.4894]], "forces_ev_per_angstrom": [[-0.55, 0.96, -0.68], [-0.02, 0.04, 0.21], [-0.03, -0.33, -0.58], [-0.02, 0.26, 0.07], [-0.18, 0.10, 0.11], [-0.54, 0.12, -0.42], [0.18, 0.10, 0.04], [-0.25, -0.37, -0.20], [-0.23, 0.51, -0.29], [-0.06, -0.31, -0.06], [-0.02, -0.20, 0.17], [0.15, -0.19, 0.05], [-1.27, -0.27, -0.67], [-0.61, -0.51, 0.10], [0.13, 0.12, -0.24], [-0.05, 0.31, -0.11], [0.26, 0.19, 0.06], [-0.01, 0.00, -0.03], [-0.01, -0.01, -0.07], [0.01, 0.01, 0.00], [-0.01, -0.05, 0.01], [-0.03, -0.06, 0.01], [-0.01, -0.09, 0.02], [0.03, -0.02, 0.01], [0.02, 0.03, 0.04], [0.07, -0.03, 0.00], [0.03, 0.08, 0.01], [0.02, 0.02, 0.01], [0.01, 0.02, 0.06], [0.04, -0.02, -0.05], [0.02, 0.05, -0.08], [-0.01, 0.01, -0.02], [-0.04, 0.02, 0.05], [-0.03, 0.01, 0.00], [-0.05, 0.03, -0.01], [-0.05, -0.02, 0.07], [0.00, 0.03, 0.02], [0.01, 0.02, 0.07], [-0.08, -0.07, -0.08], [0.04, -0.03, 0.05], [0.02, -0.03, 0.01], [-0.07, -0.05, -0.05], [-0.08, -0.04, -0.03], [-0.01, -0.02, -0.01], [0.18, -0.07, 0.15], [-0.11, 0.76, 0.30], [-0.19, -0.04, -0.23], [-0.11, -0.39, -0.12], [0.12, 0.16, 0.12], [-0.13, -0.03, 0.02], [0.06, -0.05, -0.09], [-0.04, 0.00, 0.17], [0.25, -0.02, 0.06], [0.19, -0.32, -0.01], [0.07, -0.03, 0.05], [-0.11, 0.02, -0.05], [0.03, -0.08, 0.00], [0.00, 0.12, 0.08], [0.05, 0.00, -0.01], [0.10, -0.22, -0.21], [0.04, 0.03, -0.03], [-0.07, 0.01, 0.06], [0.02, 0.01, -0.03], [0.05, 0.00, 0.09], [0.04, 0.03, -0.10], [-0.07, -0.02, -0.12], [0.01, -0.01, -0.04], [-0.07, -0.02, 0.07], [-0.03, -0.04, 0.11], [0.00, -0.05, 0.01], [0.01, -0.05, -0.08], [0.01, 0.01, 0.02], [0.04, 0.00, 0.00], [-0.02, 0.02, 0.03], [0.02, 0.01, 0.02], [-0.02, 0.03, -0.03], [0.04, -0.02, -0.10], [-0.15, 0.04, -0.14], [-0.03, 0.02, -0.07], [-0.06, -0.01, -0.01], [0.04, 0.00, -0.06], [0.00, 0.01, 0.01], [-0.02, 0.00, -0.01], [-0.01, 0.02, -0.02], [-0.04, 0.03, 0.03], [0.00, 0.02, -0.01], [-0.02, -0.04, 0.00], [0.00, 0.02, 0.00], [0.01, 0.01, 0.07], [0.08, 0.11, 0.04], [-0.15, -0.49, 0.28], [-0.02, 0.03, -0.01], [0.03, -0.02, -0.12], [-0.05, 0.00, 0.07], [-0.03, -0.01, -0.03], [-0.01, -0.01, 0.03], [0.08, 0.00, -0.14], [-0.10, 0.05, 0.16], [0.40, -0.58, -0.39], [-0.12, -0.06, 0.04], [0.25, -0.03, 0.16], [-0.03, -0.01, -0.05], [-0.01, 0.04, -0.06], [-0.01, 0.02, -0.02], [0.02, -0.03, -0.03], [0.03, 0.03, -0.05], [0.05, 0.02, -0.02], [-0.01, 0.00, -0.01], [-0.02, 0.01, 0.00], [0.00, 0.00, -0.01], [0.00, 0.02, 0.01], [-0.03, -0.02, -0.01], [-0.03, 0.06, 0.04], [0.02, 0.01, -0.01], [-0.09, -0.04, -0.04], [0.02, 0.02, 0.01], [0.00, 0.10, -0.07], [0.43, 0.01, -0.45], [-0.06, -0.04, 0.08], [0.36, 0.18, 0.62], [0.03, 0.04, 0.03], [2.11, -0.13, 2.47], [-0.02, 0.00, 0.03], [0.26, -0.03, -0.05], [0.01, 0.17, -0.03], [-0.05, -0.25, -0.01], [0.31, 0.78, -0.81], [-0.16, -0.16, 0.03], [-0.04, -0.02, 0.08], [0.13, -0.22, 0.59], [-0.02, 0.00, -0.01], [0.05, -0.06, 0.01], [0.00, 0.00, -0.01], [-0.02, -0.01, -0.01], [-0.06, -0.02, -0.05], [-0.12, 0.03, 0.05], [-0.06, 0.02, 0.01], [-0.03, 0.28, -0.19], [0.07, -0.01, -0.01], [-0.02, 0.16, 0.28], [0.61, -0.26, -0.34], [-0.11, 0.09, 0.22], [0.06, -0.06, 0.03], [0.06, 0.01, 0.00], [-0.03, 0.03, -0.04], [0.02, -0.02, -0.01], [-0.02, -0.07, 0.03], [-0.66, -0.19, -0.04], [-0.10, 0.07, 0.08], [0.02, -0.02, -0.06], [0.05, 0.00, 0.01], [0.06, 0.07, 0.04], [-0.04, -0.13, -0.01], [-0.13, 0.27, 0.13], [0.04, 0.06, -0.03], [-0.03, -0.04, -0.01], [0.01, -0.01, 0.02], [0.02, -0.01, 0.04], [-0.06, 0.11, 0.04], [0.02, 0.04, -0.03], [0.00, -0.01, 0.01], [0.01, -0.01, 0.01], [0.01, 0.01, 0.00], [-0.01, 0.03, -0.03], [0.00, 0.03, 0.07], [0.02, 0.00, 0.01], [-0.01, -0.01, 0.00], [0.03, 0.00, -0.03], [0.00, 0.02, 0.03], [0.03, -0.07, -0.02], [0.02, 0.00, 0.00], [0.02, 0.00, -0.01], [-0.03, -0.02, -0.01], [-0.03, -0.04, 0.02]]}